DFT (wB97M-V/def2-TZVPD) results for a cluster of 7 separate species, C6H22O7 in total.

Results
HOMO-LUMO gap   8.6 eV
DFT total energy   -768.4413 hartree
Energy relative to the best compared isomer or geometry (same formula, charge and spin)   61.4 kcal per mole
Total charge   0
HOMO   -8.17 eV

```
35
Properties=species:S:1:pos:R:3:forces:R:3:lowdin_charge:R:1
C -0.478 -3.387 0.047 -0.5 -0.1 -1.0 -0.089
C -0.378 -2.678 -1.314 0.2 0.2 0.8 -0.250
C -1.198 -1.414 -1.332 1.2 0.1 0.6 -0.104
C -0.816 -0.323 -0.637 -2.0 -0.3 -1.1 -0.125
C -1.600 0.901 -0.603 1.7 0.7 0.9 -0.113
C -1.042 2.085 -0.265 -1.6 -0.9 -0.5 -0.213
O -1.725 3.250 -0.278 -2.6 0.7 0.4 -0.009
H -1.511 -3.576 0.309 -0.3 -0.1 0.0 0.078
H -0.075 -2.805 0.829 0.5 0.9 0.9 0.045
H 0.056 -4.311 0.036 0.3 -0.8 0.0 0.061
H -0.688 -3.349 -2.091 -0.3 -0.4 -0.5 0.091
H 0.670 -2.465 -1.527 0.1 0.1 0.0 0.099
H -2.120 -1.488 -1.892 -0.2 0.5 0.0 0.109
H 0.031 -0.278 -0.017 1.3 -0.4 0.4 0.081
H -2.637 0.784 -0.791 -0.9 0.4 -0.3 0.112
H -0.027 2.325 -0.007 0.5 -0.6 -0.1 0.119
H -2.732 3.109 -0.214 2.3 0.1 -0.2 0.155
O 2.088 1.787 -1.709 -1.7 -0.2 1.9 -0.026
H 1.283 1.658 -2.248 -0.2 0.0 -0.1 0.012
H 2.788 1.873 -2.295 2.1 0.3 -1.7 0.026
O 2.516 0.154 0.368 0.1 0.3 0.3 -0.060
H 2.400 0.768 -0.392 -0.1 -0.2 -0.2 0.008
H 2.363 -0.730 0.040 0.0 -0.2 -0.2 0.048
O -0.171 1.540 -3.130 1.2 -0.5 -1.2 -0.013
H -0.610 0.723 -2.908 -0.2 -0.6 0.2 0.034
H -0.732 2.208 -2.789 -0.9 1.1 0.5 0.036
O -1.295 0.587 2.626 -2.6 -0.4 0.1 -0.066
H -1.122 -0.301 2.955 0.5 0.3 -0.1 0.016
H -0.494 1.032 2.420 1.4 0.1 0.0 -0.050
O 0.709 -1.025 3.549 -0.6 -0.6 1.7 -0.047
H 0.884 -0.158 3.937 -0.1 -0.1 -0.1 0.042
H 1.167 -0.985 2.736 0.8 0.0 -1.3 -0.005
O 1.266 1.350 2.432 -1.0 -3.7 -0.4 -0.030
H 1.524 2.204 2.496 1.4 4.1 0.2 0.011
H 1.706 0.935 1.657 0.1 0.2 0.1 0.019
```
Forces are in eV/Å.

---

DFT (wB97M-V/def2-TZVPD) results for the molecule CHFO2.

Results
HOMO-LUMO gap   12.4 eV
DFT total energy   -288.9017 hartree
Energy relative to the best compared isomer or geometry (same formula, charge and spin)   116.9 kcal per mole
Total charge   0
HOMO   -11.75 eV

```
5
Properties=species:S:1:pos:R:3:forces:R:3:lowdin_charge:R:1
O -1.227 1.185 -0.118 -1.1 1.3 0.0 0.177
C -0.601 0.241 0.048 4.5 -3.1 -0.1 -0.197
O 0.960 0.345 -0.052 -2.1 1.6 0.0 -0.044
F 1.562 -0.909 -0.112 -0.5 -0.6 0.2 -0.090
H -0.694 -0.863 0.234 -0.8 0.9 0.0 0.154
```
Forces are in eV/Å.

---

DFT (wB97M-V/def2-TZVPD) results for the molecule C3H2OS2.

Results
HOMO-LUMO gap   7.8 eV
DFT total energy   -987.0231 hartree
Energy relative to the best compared isomer or geometry (same formula, charge and spin)   62.3 kcal per mole
Total charge   0
HOMO   -9.16 eV

```
8
Properties=species:S:1:pos:R:3:forces:R:3:lowdin_charge:R:1
O 0.177 1.771 -0.080 0.5 2.9 -0.4 0.129
C 0.022 0.611 -0.045 -0.8 -2.6 1.5 -0.671
C 1.002 -0.256 0.718 2.7 0.1 -0.2 -0.541
S 1.904 -1.268 -0.298 -1.5 1.6 2.4 0.673
C -1.194 -0.078 -0.578 2.1 3.3 -4.8 -0.688
S -1.801 -1.261 0.142 -2.2 -3.4 2.3 0.852
H 1.320 0.211 1.796 -0.6 -1.6 -2.6 0.135
H -1.429 0.269 -1.656 -0.2 -0.3 1.8 0.111
```
Forces are in eV/Å.

---

DFT (wB97M-V/def2-TZVPD) results for a structure of composition C29H72AsN2O9S2.

Results
HOMO-LUMO gap   5.9 eV
DFT total energy   -4966.6772 hartree
Energy relative to the best compared isomer or geometry (same formula, charge and spin)   0.0 kcal per mole
Total charge   -1
HOMO   -4.17 eV

```
115
Properties=species:S:1:pos:R:3:forces:R:3:lowdin_charge:R:1
O 6.103 6.491 1.688 -0.1 -0.1 0.0 -0.414
S 6.224 5.151 1.136 0.0 0.1 -0.1 0.535
O 7.533 4.726 0.676 0.0 0.0 0.1 -0.414
C 5.004 4.810 -0.048 0.4 0.4 -0.3 -0.523
As 3.923 3.109 0.547 -0.1 -0.4 0.1 0.560
C 2.935 1.429 1.154 -0.1 -0.1 0.1 -0.488
C 1.439 1.479 0.891 0.0 0.0 0.1 -0.543
S 0.472 1.986 2.379 0.1 0.0 0.0 0.927
C -0.005 3.607 1.971 0.1 0.2 -0.1 -0.710
N 0.560 4.735 2.250 -0.2 -0.2 0.0 0.067
N -0.241 5.733 1.705 -0.2 -0.2 0.0 0.050
C -1.230 5.124 1.153 0.2 0.3 -0.1 -0.222
O -1.170 3.790 1.261 0.0 -0.1 0.0 -0.002
H 5.852 4.300 2.123 0.0 0.0 0.1 0.014
H 5.538 4.587 -0.976 -0.1 -0.1 0.1 0.037
H 4.371 5.690 -0.160 -0.1 -0.1 0.1 0.041
H 3.784 3.787 1.992 0.1 0.0 0.0 -0.033
H 2.563 3.807 0.091 0.0 0.1 0.0 -0.044
H 4.113 2.511 -0.920 0.0 0.0 0.0 -0.048
H 5.309 2.450 0.998 0.0 0.1 0.0 -0.030
H 3.368 0.568 0.634 0.0 0.1 -0.1 0.050
H 3.141 1.311 2.224 0.0 0.0 -0.1 0.038
H 1.202 2.211 0.108 0.0 -0.1 0.0 0.035
H 1.008 0.514 0.610 0.1 0.1 -0.1 0.046
H -2.060 5.566 0.621 0.1 -0.1 0.1 0.124
C -1.290 0.441 -4.593 0.0 0.1 0.0 -0.075
C -1.431 -0.085 -3.174 -0.1 -0.1 0.0 -0.281
O -0.879 0.760 -2.183 0.1 0.0 0.0 -0.157
C -1.467 2.042 -2.077 0.0 0.1 0.1 -0.269
C -2.944 2.007 -1.712 0.0 -0.1 -0.1 -0.071
H -0.250 0.694 -4.805 0.0 0.0 0.0 0.083
H -1.617 -0.321 -5.303 0.0 0.0 0.0 0.071
H -1.898 1.332 -4.762 0.0 0.0 0.0 0.065
H -0.885 -1.025 -3.078 0.0 0.0 0.0 0.119
H -2.484 -0.302 -2.959 0.0 0.0 0.0 0.083
H -1.310 2.618 -2.996 0.0 0.0 0.0 0.111
H -0.912 2.546 -1.286 0.0 0.0 0.0 0.102
H -3.559 1.594 -2.513 0.0 0.0 0.0 0.063
H -3.297 3.019 -1.506 0.0 0.0 0.0 0.072
H -3.095 1.398 -0.819 0.0 0.0 0.0 0.081
C 8.279 8.930 1.451 0.0 0.1 0.0 -0.080
C 9.132 8.298 0.369 -0.1 -0.1 0.0 -0.263
O 10.365 8.978 0.122 0.0 0.0 0.0 -0.169
C 11.247 9.031 1.221 0.0 0.0 0.0 -0.300
C 11.698 7.667 1.722 0.0 0.0 0.0 -0.083
H 8.123 9.993 1.248 0.0 0.0 0.0 0.078
H 7.317 8.421 1.483 0.0 0.0 0.0 0.046
H 8.731 8.837 2.440 0.0 0.0 0.0 0.069
H 8.603 8.327 -0.584 0.0 0.0 0.0 0.120
H 9.311 7.244 0.596 0.0 0.0 0.0 0.104
H 10.806 9.606 2.045 0.0 0.0 0.0 0.103
H 12.111 9.596 0.865 0.0 0.0 0.0 0.111
H 10.880 7.108 2.176 0.0 0.0 0.0 0.070
H 12.479 7.787 2.476 0.0 0.0 0.0 0.070
H 12.096 7.073 0.898 0.0 0.0 0.0 0.080
C -4.849 -3.294 -1.176 0.0 0.0 0.0 -0.070
C -4.491 -1.833 -1.393 0.0 0.0 0.1 -0.277
O -4.707 -1.383 -2.719 0.1 0.1 0.0 -0.182
C -6.044 -1.444 -3.184 -0.1 0.0 -0.1 -0.286
C -7.012 -0.572 -2.402 0.1 0.0 0.1 -0.073
H -4.351 -3.920 -1.918 0.0 0.0 0.0 0.080
H -4.527 -3.609 -0.182 0.0 0.0 0.0 0.073
H -5.923 -3.471 -1.249 0.0 0.0 0.0 0.069
H -3.426 -1.682 -1.217 0.0 0.0 0.0 0.110
H -5.026 -1.196 -0.678 0.0 0.0 0.0 0.112
H -6.392 -2.482 -3.220 0.0 0.0 0.0 0.100
H -5.996 -1.095 -4.217 0.0 0.0 0.0 0.118
H -7.167 -0.939 -1.387 0.0 0.0 0.0 0.067
H -7.982 -0.560 -2.901 0.0 0.0 0.0 0.076
H -6.638 0.451 -2.339 0.0 0.0 0.0 0.080
C 1.286 -4.949 3.080 0.0 0.0 -0.1 -0.081
C 1.754 -3.520 2.866 0.0 0.0 0.1 -0.274
O 1.651 -3.076 1.525 0.0 0.0 0.0 -0.154
C 0.347 -3.100 0.977 -0.1 0.0 -0.1 -0.277
C -0.672 -2.284 1.757 0.0 0.0 0.1 -0.064
H 1.793 -5.631 2.394 0.0 0.0 0.0 0.080
H 1.496 -5.259 4.104 0.0 0.0 0.0 0.073
H 0.210 -5.049 2.932 0.0 0.0 0.0 0.052
H 2.811 -3.427 3.115 0.0 0.0 0.0 0.119
H 1.208 -2.845 3.535 0.0 0.0 0.0 0.111
H -0.006 -4.134 0.868 0.0 0.0 0.0 0.106
H 0.458 -2.692 -0.028 0.0 0.0 0.0 0.117
H -0.887 -2.726 2.733 0.0 0.0 0.0 0.056
H -1.610 -2.233 1.201 0.0 0.0 0.0 0.069
H -0.310 -1.269 1.921 0.0 0.0 0.0 0.067
C -1.865 -6.692 6.804 0.0 0.0 -0.1 -0.081
C -1.347 -5.287 6.543 0.0 0.0 0.1 -0.278
O -1.397 -4.900 5.183 0.0 0.0 0.0 -0.177
C -2.685 -4.859 4.596 0.0 0.0 0.0 -0.283
C -3.631 -3.868 5.252 0.0 0.0 0.1 -0.076
H -1.368 -7.408 6.148 0.0 0.0 0.0 0.081
H -1.666 -6.973 7.839 0.0 0.0 0.0 0.075
H -2.941 -6.770 6.642 0.0 0.0 0.0 0.065
H -0.292 -5.227 6.810 0.0 0.0 0.0 0.118
H -1.877 -4.562 7.172 0.0 0.0 0.0 0.109
H -3.133 -5.860 4.575 0.0 0.0 0.0 0.109
H -2.508 -4.568 3.560 0.0 0.0 0.0 0.109
H -3.913 -4.174 6.261 0.0 0.0 0.0 0.066
H -4.547 -3.786 4.664 0.0 0.0 0.0 0.076
H -3.167 -2.883 5.311 0.0 0.0 0.0 0.084
C -5.742 -6.750 -5.145 0.0 0.0 0.0 -0.079
C -6.624 -5.615 -5.638 0.0 0.0 0.0 -0.282
O -6.196 -4.332 -5.223 0.0 0.0 0.0 -0.172
C -4.908 -3.937 -5.668 0.1 0.1 0.0 -0.276
C -4.775 -3.859 -7.179 -0.1 -0.1 0.0 -0.075
H -5.607 -6.684 -4.064 0.0 0.0 0.0 0.080
H -6.205 -7.709 -5.379 0.0 0.0 0.0 0.075
H -4.756 -6.737 -5.611 0.0 0.0 0.0 0.067
H -7.628 -5.722 -5.224 0.0 0.0 0.0 0.117
H -6.722 -5.656 -6.730 0.0 0.0 0.0 0.107
H -4.137 -4.594 -5.248 0.0 0.0 0.0 0.112
H -4.751 -2.950 -5.232 0.0 0.0 0.0 0.104
H -4.825 -4.843 -7.650 0.0 0.0 0.0 0.066
H -3.813 -3.417 -7.442 0.0 0.0 0.0 0.077
H -5.569 -3.241 -7.599 0.0 0.0 0.0 0.083
```
Forces are in eV/Å.

---

DFT (wB97M-V/def2-TZVPD) results for a cluster of 2 separate species, C3H8Cl2NP in total.

Results
HOMO-LUMO gap   10.3 eV
DFT total energy   -1435.5937 hartree
Energy relative to the best compared isomer or geometry (same formula, charge and spin)   0.0 kcal per mole
Total charge   0
HOMO   -9.44 eV

```
15
Properties=species:S:1:pos:R:3:forces:R:3:lowdin_charge:R:1
N -1.115 -0.635 -1.524 0.5 -0.7 0.0 -0.272
P 0.071 -1.611 -1.613 -0.8 1.1 -0.4 -0.179
Cl -0.682 -3.412 -1.504 -0.2 -1.0 0.1 0.329
Cl 1.117 -1.591 -3.355 0.2 -0.1 -0.1 0.228
H -0.907 0.342 -1.463 0.0 0.5 0.0 -0.038
H 1.155 -1.689 -0.738 0.0 0.1 0.1 -0.035
C 0.036 -0.346 1.604 0.0 0.0 0.1 -0.037
C 0.461 0.699 0.920 0.4 0.2 0.1 -0.297
C -0.187 2.041 0.897 0.0 0.0 -0.1 -0.111
H 0.565 -1.287 1.604 0.1 -0.1 0.0 0.044
H -0.864 -0.304 2.197 -0.2 0.0 0.1 0.062
H 1.376 0.629 0.335 0.0 -0.1 0.0 0.090
H 0.525 2.806 1.214 -0.1 0.0 0.0 0.075
H -1.056 2.069 1.548 -0.1 0.1 0.0 0.075
H -0.495 2.288 -0.122 -0.1 0.1 0.0 0.066
```
Forces are in eV/Å.

---

DFT (wB97M-V/def2-TZVPD) results for a cluster of 2 separate species, C2H8N3 in total.

Results
HOMO-LUMO gap   10.6 eV
DFT total energy   -245.0057 hartree
Energy relative to the best compared isomer or geometry (same formula, charge and spin)   38.8 kcal per mole
Total charge   +1
HOMO   -14.25 eV

```
13
Properties=species:S:1:pos:R:3:forces:R:3:lowdin_charge:R:1
C 0.329 -0.328 -2.847 0.2 -0.3 -2.6 -0.082
N 0.635 0.007 -1.692 -0.4 1.0 2.1 -0.007
H -0.698 -0.637 -3.119 0.6 -0.2 0.4 0.086
H 1.077 -0.288 -3.683 -0.8 0.0 0.6 0.098
H 1.537 0.454 -1.604 0.6 -0.4 -0.4 0.065
H -0.004 0.413 0.035 -0.8 -0.4 0.1 0.073
N 0.193 -0.683 2.309 -1.5 0.1 1.9 0.155
C -0.656 0.303 1.972 -0.8 0.7 0.5 -0.169
N -0.707 0.734 0.750 1.5 -0.1 -1.3 0.165
H 0.970 -0.960 1.741 0.0 -0.1 -0.5 0.122
H -0.021 -1.294 3.133 0.5 1.3 -1.0 0.159
H -1.341 0.875 2.715 1.1 -1.8 -1.0 0.194
H -1.313 1.403 0.289 -0.3 0.3 1.1 0.143
```
Forces are in eV/Å.

---

DFT (wB97M-V/def2-TZVPD) results for a structure of composition C29H17I2N2O3RuS5.

Results
Spin multiplicity   2
HOMO-LUMO gap (alpha / beta)   4.6 / 4.7 eV
DFT total energy   -4131.9443 hartree
Energy relative to the best compared isomer or geometry (same formula, charge and spin)   0.0 kcal per mole
Total charge   -2
<S²>   0.758
HOMO (alpha / beta)   -1.45 / -1.47 eV

```
59
Properties=species:S:1:pos:R:3:forces:R:3:lowdin_charge:R:1
Ru 0.113 0.030 0.795 0.0 0.0 0.0 0.786
I -1.515 -1.260 2.411 0.0 -0.1 0.1 1.227
C -1.479 -2.881 1.066 0.0 0.0 -0.1 -0.569
C -2.394 -3.890 1.154 0.0 0.0 0.0 -0.168
C -2.263 -5.031 0.333 0.0 0.0 0.0 -0.112
C -1.205 -5.142 -0.519 0.0 0.0 0.0 -0.065
C -0.237 -4.109 -0.620 0.0 0.0 0.0 -0.188
C 0.879 -4.229 -1.481 0.0 0.0 0.0 -0.074
C 1.797 -3.218 -1.545 0.0 0.0 0.0 -0.099
C 1.618 -2.031 -0.808 0.0 0.0 0.0 -0.125
C 0.536 -1.830 0.024 0.0 0.0 0.0 -0.286
C -0.383 -2.926 0.158 0.0 0.0 0.0 -0.247
H -3.209 -3.826 1.865 0.0 0.0 0.0 0.083
H -2.997 -5.826 0.401 0.0 0.0 0.0 0.089
H -1.083 -6.028 -1.135 0.0 0.0 0.0 0.098
H 0.995 -5.134 -2.069 0.0 0.0 0.0 0.094
H 2.664 -3.318 -2.190 0.0 0.0 0.0 0.092
H 2.338 -1.230 -0.924 0.0 0.0 0.0 0.081
O -0.603 1.944 1.267 0.1 0.1 0.0 -0.215
C -1.805 2.368 1.241 -0.2 0.0 0.0 -0.389
C -2.216 3.399 2.136 0.0 0.0 0.0 -0.015
C -3.502 3.874 2.152 0.0 0.0 0.0 -0.118
C -4.477 3.367 1.278 0.0 0.0 0.0 -0.141
C -4.103 2.384 0.386 0.0 0.0 0.0 -0.081
C -2.798 1.885 0.338 0.0 0.0 0.0 -0.107
C -2.424 0.935 -0.698 0.0 0.1 0.1 -0.277
N -1.433 0.062 -0.688 0.0 0.0 0.0 -0.009
C -1.436 -0.580 -1.904 0.0 0.0 0.0 -0.106
C -2.447 -0.096 -2.665 0.0 0.0 0.0 -0.088
N -3.071 0.857 -1.888 0.0 0.0 0.0 0.108
H -1.465 3.761 2.826 0.0 0.0 0.0 0.110
H -3.774 4.643 2.869 0.0 0.0 0.0 0.089
H -5.499 3.722 1.314 0.0 0.0 0.0 0.076
H -4.854 1.964 -0.278 0.0 0.0 0.0 0.095
H -0.706 -1.334 -2.141 0.0 0.0 0.0 0.105
H -2.771 -0.333 -3.662 0.0 0.0 0.0 0.096
H -3.767 1.513 -2.187 0.0 0.0 0.0 0.142
S 3.046 -3.529 6.623 0.0 0.0 0.0 0.356
C 2.309 -2.376 5.662 0.0 0.1 0.0 -1.559
S 0.975 -1.418 6.151 0.0 0.0 0.0 0.840
C 0.766 -0.421 4.711 0.1 0.1 0.0 -1.295
C 1.666 -0.703 3.725 -0.1 0.0 0.0 -1.141
S 1.917 0.099 2.179 0.0 -0.1 0.1 0.546
S 2.796 -1.997 4.069 0.0 0.0 0.0 0.853
S -0.517 0.725 4.755 0.0 -0.1 -0.1 0.307
I 6.572 4.030 -4.125 0.0 0.0 0.0 0.768
C 4.817 3.296 -3.235 0.0 0.0 0.0 -0.744
C 4.913 2.451 -2.141 0.0 0.0 0.0 -0.156
C 3.747 1.967 -1.562 0.0 0.0 0.0 -0.008
C 2.503 2.325 -2.069 0.0 0.0 0.0 -0.109
C 2.435 3.180 -3.161 0.0 0.0 0.0 -0.023
C 3.589 3.670 -3.756 0.0 0.0 0.0 -0.167
C 1.211 1.803 -1.444 0.0 0.0 0.0 -0.581
O 0.148 2.244 -1.868 0.0 0.0 0.0 0.034
O 1.437 0.928 -0.543 0.0 0.0 0.0 -0.210
H 5.880 2.174 -1.742 0.0 0.0 0.0 0.086
H 3.784 1.309 -0.704 0.0 0.0 0.0 0.117
H 1.453 3.452 -3.527 0.0 0.0 0.0 0.113
H 3.532 4.334 -4.608 0.0 0.0 0.0 0.081
```
Forces are in eV/Å.

---

no.,strongest force on any atom (hartree/bohr)
1,0.085
2,0.106
3,0.119
4,0.012
5,0.027
6,0.051
7,0.003